[1]
A molecular structure, C33H39FMnN4P2 at a distorted geometry, computed with the ωB97M-V functional and the def2-TZVPD basis.

XYZ file:
```
80
Properties=species:S:1:pos:R:3:forces:R:3
Mn 0.9282 1.0580 1.4550 2.37 -2.13 0.86
C 1.9537 -4.4251 -1.2498 0.03 0.73 -0.64
C 1.8166 -3.0949 -1.2242 0.91 0.07 0.18
C 0.5626 -2.2623 -1.1717 -0.29 0.57 -0.87
C -0.2081 -2.2618 0.1547 0.70 0.06 -0.20
C -0.8003 -3.5574 0.6049 -0.89 -0.70 -0.08
C -1.0256 -4.6756 -0.1100 -0.05 0.54 0.63
C -0.5714 -4.9650 -1.5155 -0.11 -0.43 -0.51
C 0.9068 -5.4119 -1.6438 -0.74 -0.46 0.73
C 0.6885 0.6727 3.3682 -0.29 0.48 0.91
H 2.9462 -4.8440 -1.0815 -0.05 0.15 -0.32
H 2.7476 -2.4776 -1.2320 -0.66 -0.68 0.61
H -0.1365 -2.4508 -2.0050 0.39 0.12 0.32
H 0.9096 -1.2347 -1.3501 -0.32 -0.20 0.28
H 0.5027 -1.9260 0.9180 -0.23 0.09 -0.02
H -1.0028 -1.4977 0.0750 -0.01 -0.23 0.09
H -1.1970 -3.5210 1.6313 0.13 -0.13 -0.42
H -1.6310 -5.4846 0.3431 0.62 0.53 -0.01
H -0.7596 -4.1321 -2.2124 -0.08 -0.55 0.35
H -1.1798 -5.8237 -1.8509 0.21 0.40 -0.14
H 1.0445 -6.3027 -1.0225 -0.08 -0.11 -0.04
H 1.0493 -5.7570 -2.6788 0.24 0.22 0.17
H 1.6184 0.1209 3.5353 -0.43 0.23 0.61
H -0.1913 -0.0011 3.2599 0.69 0.10 0.45
H 0.4690 1.4867 4.0790 0.12 -0.43 -0.07
P -1.4940 1.2619 1.4030 -6.28 1.13 -1.02
P 1.3588 1.9240 -0.8003 -0.78 2.72 -6.00
N -3.0616 0.3524 0.9542 0.81 0.02 0.20
N -2.4261 2.6571 2.0989 1.12 -0.48 0.32
N 0.5786 1.3784 -2.4333 0.57 -0.31 1.17
N 2.2240 3.3221 -1.6911 0.29 -0.34 1.08
C -1.3326 2.0320 -0.2350 0.14 0.04 -0.39
C -0.0958 2.9531 -0.3161 -0.24 0.18 0.22
C -3.6087 -0.6474 1.7468 -0.77 -0.03 -0.51
C -4.8965 -0.9364 1.2992 0.90 0.51 0.11
C -5.1628 -0.0731 0.1946 1.41 0.68 0.14
C -4.0217 0.7089 0.0094 -0.51 -0.69 0.31
C -2.3152 3.0603 3.4211 -0.59 0.75 -0.09
C -3.1469 4.1551 3.6238 0.45 -0.80 -0.32
C -3.8090 4.4249 2.3867 0.76 -1.09 -0.36
C -3.3506 3.4874 1.4721 -0.01 0.56 0.63
C 0.9920 0.3100 -3.2226 -0.37 0.02 -0.98
C 0.1898 0.2345 -4.3623 0.45 0.27 1.06
C -0.7828 1.2728 -4.2619 0.70 0.63 1.32
C -0.5005 1.9722 -3.0916 -0.25 -0.62 -0.51
C 2.0176 3.8588 -2.9707 0.04 0.62 0.22
C 2.5073 5.1641 -3.0092 -0.25 -1.43 0.96
C 3.0532 5.4407 -1.7118 -0.42 -0.85 0.16
C 2.8615 4.3062 -0.9351 -0.02 0.43 -0.59
H -2.2139 2.6196 -0.5291 0.39 -0.40 0.27
H -1.2616 1.1913 -0.9456 -0.01 0.34 0.18
H -0.2813 3.7560 -1.0507 0.44 -0.36 0.28
H 0.1554 3.4675 0.6425 -0.35 -0.26 -0.48
H -3.0360 -1.0739 2.5544 -0.02 -0.02 0.02
H -5.5816 -1.6626 1.7128 0.21 0.03 0.02
H -6.0628 0.0065 -0.3996 0.12 -0.11 0.10
H -3.8249 1.4745 -0.7229 -0.13 -0.17 0.01
H -1.6689 2.5107 4.0892 -0.04 0.16 0.03
H -3.2785 4.6919 4.5487 0.04 -0.06 0.02
H -4.5417 5.1888 2.1786 0.06 -0.04 0.04
H -3.6271 3.3637 0.4408 -0.08 0.01 0.14
H 1.8238 -0.3224 -2.9418 -0.07 0.22 -0.03
H 0.2787 -0.4698 -5.1788 0.09 0.00 0.26
H -1.6012 1.5067 -4.9309 0.23 -0.05 0.04
H -1.0191 2.8093 -2.6611 0.02 0.03 -0.17
H 1.5473 3.2962 -3.7614 0.03 -0.05 0.16
H 2.4540 5.8303 -3.8572 0.12 -0.15 0.03
H 3.5147 6.3657 -1.3943 -0.02 -0.19 0.03
H 3.1266 4.1044 0.0923 0.05 0.09 -0.01
F 4.9665 -4.7026 1.9358 -0.42 0.80 0.26
C 4.2402 -3.5354 2.0908 -0.13 -0.13 -0.30
C 2.8896 -3.6279 2.4263 -0.16 0.72 0.16
C 2.1430 -2.4156 2.4895 0.60 -1.61 0.03
C 2.7023 -1.2196 2.0853 -1.08 1.66 -0.63
C 4.0532 -1.1357 1.8324 1.21 -1.43 -0.07
C 4.8635 -2.3146 1.8512 -0.47 0.48 0.03
H 2.4191 -4.6030 2.6109 0.31 0.47 0.00
H 1.1145 -2.4871 2.8622 0.24 0.05 -0.32
H 4.5480 -0.1876 1.6290 -0.10 -0.14 -0.13
H 5.9399 -2.2762 1.6556 -0.42 -0.05 0.03
```
Forces are in eV/Å.

Calculated values
**Largest force on an atom**: 6.631 eV/A
**Spin multiplicity**: 6
**ΔE to the lowest compared entry with this formula, charge and spin**: 31.5 kcal/mol
**Highest occupied orbital energy (alpha / beta)**: -7.1 / -6.9 eV
**Net charge**: 0


[2]
11 unconnected molecules or ions with the total composition C69H161N11O11 at a distorted geometry, computed with the ωB97M-V functional and the def2-TZVPD basis.

XYZ file:
```
252
Properties=species:S:1:pos:R:3:forces:R:3
C 2.1795 -3.4950 4.1011 1.13 0.02 -0.17
C 1.0088 -2.8321 4.7210 -0.19 -1.55 1.27
C 1.2396 -2.6432 6.2219 1.12 0.76 -1.41
O 0.0466 -2.6008 6.8713 -1.82 -0.45 0.77
C 0.1635 -2.1977 8.2068 -0.22 0.18 0.56
N 0.5044 -1.6911 4.0020 -0.36 0.64 0.77
H 3.0225 -2.8276 4.3362 0.44 -0.65 -0.28
H 2.0788 -3.5745 3.0382 -0.04 0.33 -0.75
H 2.3370 -4.5505 4.4045 0.06 0.80 0.44
H 0.2466 -3.5513 4.7599 -1.59 -1.11 -0.49
H 1.7399 -1.6896 6.2831 0.69 0.72 0.52
H 1.8691 -3.4079 6.6526 0.48 -0.47 0.00
H 0.9066 -2.7602 8.8170 -0.29 0.08 -0.60
H -0.8151 -2.2888 8.6906 0.17 -0.08 -0.19
H 0.4369 -1.1480 8.2010 0.24 0.39 0.34
H -0.3655 -1.4819 4.4995 -0.07 0.20 -0.37
H 1.0946 -0.9071 4.2719 0.19 0.26 -0.35
C 4.9452 -1.8197 1.8888 -0.65 -1.73 -0.69
C 5.5257 -2.9260 1.0186 0.60 -0.91 0.08
C 5.0924 -4.3872 1.3429 -1.67 2.62 -0.97
O 3.6569 -4.4121 1.2480 0.55 -0.76 -0.38
C 3.0955 -5.6529 0.8140 -0.37 0.72 -0.87
N 5.4161 -2.6404 -0.4138 -2.32 2.72 1.67
H 3.8854 -1.8110 1.7223 -0.84 0.12 0.08
H 5.3119 -0.8959 1.5396 0.70 1.24 -0.01
H 5.1076 -2.0336 2.9349 0.25 0.23 0.30
H 6.5761 -2.9466 1.2105 1.10 0.01 0.31
H 5.3790 -4.6498 2.3262 0.56 -0.68 1.04
H 5.5786 -4.9179 0.5462 0.09 -1.12 -0.14
H 3.3312 -6.4654 1.5102 0.03 -0.01 -0.11
H 3.4671 -5.9233 -0.2488 -0.71 0.36 1.55
H 1.9833 -5.4524 0.8429 1.17 -0.54 -0.34
H 4.4089 -2.4172 -0.5740 1.10 -0.32 -0.31
H 5.6220 -3.4182 -0.9527 0.49 -1.71 -1.20
C -3.1515 -3.6142 5.6278 0.63 -1.48 0.06
C -3.9408 -4.3952 4.5516 -0.81 0.90 1.33
C -3.2720 -4.2260 3.2044 0.60 -0.08 0.09
O -3.8120 -5.1834 2.3057 0.13 0.65 -0.42
C -3.6283 -4.8225 0.9408 0.53 -1.32 -0.48
N -4.1905 -5.7424 5.0163 2.12 -0.82 0.95
H -3.4962 -3.8453 6.6451 -0.16 0.09 -0.37
H -3.2375 -2.5828 5.4434 -0.12 1.34 -0.10
H -2.0583 -3.8069 5.6266 -0.51 -0.25 -0.17
H -4.9650 -3.9310 4.5409 0.80 -0.21 -0.35
H -2.1436 -4.3354 3.3364 -1.07 -0.10 -0.39
H -3.4699 -3.1984 2.8626 0.12 -0.06 -0.10
H -3.7349 -5.7606 0.3455 -0.25 0.66 0.42
H -2.5844 -4.5256 0.7432 -0.29 0.32 0.19
H -4.3359 -4.0734 0.5525 0.20 -0.12 0.39
H -3.2780 -6.2361 5.1877 -1.05 0.71 -0.07
H -4.6190 -6.2997 4.3183 -0.64 -0.38 -0.92
C 3.0313 1.2130 -1.8975 -0.34 -1.66 -0.85
C 4.1094 1.1084 -2.9870 -0.98 1.16 -0.85
C 4.8966 2.4146 -2.9627 -0.01 -0.78 -1.17
O 6.0246 2.2199 -3.8313 -1.44 0.36 0.28
C 6.7606 3.3848 -3.9395 0.65 1.14 1.03
N 4.9186 -0.1092 -2.8481 -1.27 0.60 -0.70
H 3.4740 1.0358 -0.9590 0.91 -0.14 1.43
H 2.3020 0.4018 -1.9776 -0.05 0.00 -0.27
H 2.4599 2.1099 -1.7824 0.01 0.58 -0.64
H 3.6336 1.1481 -4.0226 0.41 -0.70 1.13
H 5.2149 2.6108 -1.9627 0.63 0.31 0.96
H 4.2356 3.2570 -3.2745 0.48 -0.42 -0.07
H 6.3301 4.2376 -4.4927 -0.54 -0.42 0.21
H 7.6585 3.1518 -4.4443 1.10 -0.37 -0.61
H 7.0535 3.7359 -2.9223 -0.18 0.06 -0.49
H 5.3235 -0.2228 -1.9454 0.19 -0.02 0.94
H 5.6697 -0.1046 -3.5066 0.51 0.18 -0.47
C 1.7775 1.9457 4.7264 -0.49 -1.37 0.85
C 3.1333 1.3844 4.1947 -1.41 -1.77 0.26
C 3.9009 2.4411 3.4629 -1.03 -0.58 -1.02
O 3.5619 2.4783 2.0566 0.17 0.51 1.24
C 4.2010 3.6341 1.5444 0.23 0.40 -0.77
N 3.8300 0.7244 5.3524 0.32 0.90 -0.24
H 0.9077 1.2535 4.7866 0.85 -0.11 -0.30
H 1.3565 2.7982 4.2641 0.06 0.93 -1.32
H 1.8324 2.2848 5.7523 0.63 0.02 0.56
H 2.9159 0.5348 3.4816 0.21 0.98 0.38
H 4.9283 2.2516 3.5399 1.81 -0.44 0.06
H 3.7383 3.3961 3.9059 -0.33 1.06 0.40
H 4.3335 3.4631 0.4496 -0.21 0.39 0.73
H 5.2179 3.7183 2.0036 -0.62 0.19 -0.43
H 3.6116 4.5904 1.7384 0.71 -1.18 -0.21
H 3.7518 1.3742 6.1379 0.26 -0.36 -0.10
H 4.8463 0.5331 5.2114 -1.22 0.33 -0.18
C -0.4310 1.2943 1.7461 -0.36 2.70 0.57
C -0.5237 0.0940 0.8569 1.56 -0.32 0.60
C 0.8878 -0.5083 0.6142 -1.83 -0.61 0.87
O 0.6460 -1.3263 -0.5042 0.81 -0.72 -0.29
C 1.6746 -2.3084 -0.7240 -0.72 0.41 1.98
N -1.5020 -0.8878 1.3139 -0.46 -0.25 -0.12
H -1.3772 1.8394 1.9345 -0.04 -0.67 -0.34
H 0.1985 2.1581 1.3738 -0.22 -1.26 -0.14
H -0.0651 1.1422 2.7509 0.31 -0.68 0.29
H -0.7744 0.4246 -0.1319 -0.66 0.21 -0.62
H 1.2055 -1.1463 1.4773 -0.10 0.63 -0.42
H 1.5603 0.3135 0.4431 0.75 0.25 -0.28
H 1.1658 -3.1724 -1.1502 0.29 -0.26 0.21
H 2.1998 -2.5108 0.2810 -0.73 -0.20 -1.60
H 2.3537 -1.9118 -1.4316 1.02 0.17 -0.76
H -1.4371 -1.7392 0.7545 -0.10 0.40 -0.33
H -1.2942 -1.2425 2.2396 0.35 0.38 0.34
C -0.4778 1.6018 -4.9200 2.00 -1.58 -1.50
C -0.6408 2.9816 -4.4114 -0.34 2.43 0.27
C -1.6479 2.8369 -3.2749 -0.87 -0.42 -0.05
C -1.8914 4.0812 -2.4548 0.44 -1.73 0.47
C -0.5466 4.2839 -1.8221 0.04 1.63 -0.28
C 0.5665 4.6036 -2.8449 -0.35 -0.15 0.37
N 0.6101 3.4278 -3.7563 0.53 0.88 0.71
O 1.6013 3.7937 -4.7108 0.46 -1.28 -0.64
C 0.3677 5.9588 -3.5838 -1.96 -0.66 -0.77
C 1.8583 4.7356 -2.0067 -1.48 -0.36 0.17
C -1.1322 3.9741 -5.5612 -0.86 -0.85 0.40
H -1.4657 1.1712 -5.0541 0.03 -0.20 -0.43
H 0.0869 0.9355 -4.2103 -0.61 0.76 -0.36
H 0.1297 1.5654 -5.8855 -0.97 0.01 0.98
H -2.5666 2.4273 -3.6748 -0.31 -0.03 -0.37
H -1.2525 2.0469 -2.6244 -0.06 0.05 0.08
H -2.6768 3.9062 -1.6915 0.33 0.24 -0.45
H -2.1374 4.8807 -3.1005 -0.62 1.03 -0.50
H -0.3034 3.3572 -1.3000 0.31 0.31 0.44
H -0.6028 5.1747 -1.2053 0.18 -0.14 0.82
H 0.6613 6.8592 -3.0898 0.47 0.31 0.91
H 0.8352 5.9851 -4.5596 0.41 -0.27 -0.07
H -0.7121 6.1044 -3.8191 0.67 0.03 0.34
H 1.5910 5.4352 -1.1991 0.51 0.13 -0.39
H 2.0657 3.8015 -1.4983 0.22 -0.07 -0.05
H 2.6688 5.0516 -2.6245 0.73 0.32 -0.15
H -0.5293 3.8606 -6.4406 0.53 -0.23 -0.41
H -1.1492 5.0463 -5.3653 0.11 -0.34 0.47
H -2.1665 3.7227 -5.8795 0.48 -0.12 0.31
H 2.1059 2.9622 -4.7655 0.00 0.57 -0.20
C -0.9648 -2.9207 -3.8238 0.94 0.49 2.97
C -2.2727 -2.5036 -3.1312 -0.42 -1.43 0.00
C -2.3828 -1.0443 -2.8547 1.52 1.18 -3.14
C -3.7474 -0.4305 -2.7770 0.50 -0.88 2.78
C -4.7236 -0.9523 -3.7843 -0.07 1.93 -0.07
C -4.7559 -2.4284 -3.8673 0.01 -1.29 -0.16
N -3.3234 -2.8449 -4.1128 -0.83 -0.63 -0.23
O -3.3289 -4.2788 -4.2067 -0.45 -0.28 0.34
C -5.4931 -3.0348 -2.6516 0.77 -1.14 -0.55
C -5.5430 -2.8862 -5.0947 -0.78 -1.36 -1.02
C -2.4057 -3.2610 -1.8291 -0.55 0.32 0.98
H -0.1366 -2.9441 -3.0316 -0.93 0.31 -1.21
H -0.6975 -2.2740 -4.6081 0.34 1.00 -0.98
H -1.0100 -3.9070 -4.1986 -0.19 -1.13 -0.32
H -1.7725 -0.7706 -2.0071 0.36 0.17 0.16
H -1.9428 -0.6341 -3.8133 0.05 0.21 1.09
H -3.5606 0.6327 -2.6752 -0.55 0.40 -0.65
H -4.0449 -0.6897 -1.7466 -0.69 0.05 -0.23
H -4.4179 -0.5550 -4.7469 -0.20 0.12 -0.44
H -5.7101 -0.5593 -3.5178 -0.07 -0.11 -0.35
H -6.5529 -2.9578 -2.7691 -0.79 0.54 -0.30
H -5.3541 -4.1329 -2.6758 0.38 0.50 0.44
H -5.2425 -2.5794 -1.7094 0.29 -0.09 0.39
H -6.5754 -2.4511 -5.2055 1.10 -0.16 0.36
H -5.0007 -2.7688 -6.0387 0.07 0.69 0.18
H -5.6679 -4.0032 -5.1061 -0.10 0.92 0.50
H -3.1685 -2.7632 -1.1942 0.33 -0.45 -0.24
H -1.4699 -3.2155 -1.2677 0.06 -0.02 -0.06
H -2.6842 -4.2913 -1.9964 -0.04 -0.29 0.09
H -2.8853 -4.5436 -5.0167 -0.03 0.51 -0.23
C -5.3021 1.6780 4.4832 0.45 -0.96 0.82
C -4.6346 0.2840 4.4226 0.35 0.12 0.46
C -5.4302 -0.7337 5.2350 -0.73 -0.02 -1.64
C -6.7238 -1.0792 4.5003 0.40 0.36 0.13
C -6.4123 -1.5242 3.0980 -1.39 -1.51 -1.04
C -5.7035 -0.5204 2.2344 1.30 0.54 0.21
N -4.4818 -0.1940 3.0324 0.50 0.33 -1.13
O -3.7268 0.8220 2.2844 0.14 -1.30 0.25
C -5.2351 -1.1042 0.8817 -0.40 -0.73 0.49
C -6.5927 0.6677 1.9606 -1.89 0.57 1.41
C -3.2261 0.3193 5.0116 -0.80 1.83 -0.51
H -5.0369 2.2353 5.3825 0.03 -0.18 0.14
H -6.3565 1.4725 4.4859 -0.45 0.65 -0.04
H -4.9837 2.2465 3.6408 -0.02 0.52 -0.67
H -4.8394 -1.6138 5.3945 0.21 -0.57 -0.16
H -5.6025 -0.3391 6.1959 -0.35 0.71 1.27
H -7.4014 -0.2405 4.4230 -0.02 0.54 0.22
H -7.3237 -1.7982 5.0194 -0.11 -0.81 0.34
H -7.3741 -1.6736 2.5693 0.21 -0.38 0.25
H -5.8898 -2.5015 3.0965 -0.07 0.49 -0.05
H -6.0836 -1.4361 0.2333 0.55 0.70 0.42
H -4.5172 -0.4493 0.3967 -0.46 0.31 -0.28
H -4.6673 -2.0021 1.0766 0.25 -0.44 0.22
H -7.3633 0.4627 1.2316 0.05 -0.36 -0.66
H -7.2355 0.9147 2.8575 0.90 -0.07 -0.90
H -6.0813 1.5641 1.6672 0.46 0.29 -0.17
H -2.7507 -0.6143 4.9411 0.73 -1.23 -0.34
H -3.2062 0.6363 6.0454 -0.22 0.14 0.32
H -2.7563 1.0802 4.3998 0.85 -0.01 0.11
H -3.0233 0.2468 1.8620 -0.52 0.52 0.40
C 0.1820 6.9154 3.2952 -1.00 0.83 0.95
C -0.2747 6.0365 2.1550 -1.02 0.48 -0.71
C -1.4653 5.1920 2.5998 0.47 -1.05 -2.16
C -2.7786 5.9284 2.5593 0.71 0.53 0.79
C -3.0209 6.5254 1.2096 -0.08 -0.77 -0.18
C -1.9622 7.5349 0.8409 -0.43 0.01 -2.56
N -0.6922 6.7782 0.8338 1.05 -0.01 1.44
O 0.4032 7.6960 0.6215 -0.47 0.74 0.39
C -2.2442 7.9922 -0.6526 -0.20 -0.53 0.52
C -2.1081 8.8328 1.5959 0.48 -0.82 2.26
C 0.8823 5.2011 1.7045 0.78 -0.36 -0.17
H 1.1272 6.5042 3.6695 -0.22 0.48 0.20
H -0.5805 6.9943 4.1443 1.02 -0.23 -1.08
H 0.2948 7.9143 2.8843 0.54 0.20 0.37
H -1.5588 4.4511 1.7623 0.01 -0.07 0.82
H -1.2378 4.6541 3.5281 -0.12 0.22 -0.12
H -2.7725 6.7667 3.2495 -0.13 -0.02 0.59
H -3.5239 5.2280 2.8543 -0.94 -0.35 0.22
H -3.9975 6.9607 1.1700 -0.63 0.63 0.05
H -3.0647 5.7331 0.4651 0.29 -0.17 -0.26
H -3.2577 8.4568 -0.6921 0.93 0.09 0.04
H -1.4230 8.6638 -0.9015 -0.38 0.33 -0.29
H -2.2767 7.1957 -1.4117 0.25 -0.15 0.50
H -3.1025 9.1945 1.4908 -0.87 0.36 -0.43
H -2.0078 8.7061 2.6890 0.22 -0.02 -0.31
H -1.4195 9.5872 1.3050 0.66 0.57 -0.43
H 1.7930 5.8005 1.5595 -0.44 0.07 -0.34
H 0.6121 4.6593 0.8087 0.14 -0.11 -0.36
H 1.2037 4.4715 2.4331 -0.24 -0.39 0.56
H 0.8979 7.4641 -0.1674 -0.39 -0.57 -0.28
C 2.1382 -2.7656 -5.5380 0.52 1.08 -0.12
C 3.0696 -3.8520 -5.0616 -0.22 0.97 0.87
C 3.4292 -4.6070 -6.3077 1.61 -2.06 0.35
C 4.6062 -5.5963 -6.0749 -1.48 0.84 0.18
C 5.8028 -4.7699 -5.6535 0.55 -1.43 1.51
C 5.5141 -4.0200 -4.3389 1.02 -0.33 1.03
N 4.2673 -3.1761 -4.4815 0.95 -1.00 0.12
O 3.9461 -2.6306 -3.1713 -0.20 -1.49 -1.33
C 5.5851 -5.0876 -3.1111 -1.57 1.86 -0.74
C 6.6839 -2.9752 -4.0719 -2.94 -0.68 -0.58
C 2.3787 -4.6658 -3.9745 0.40 0.16 0.67
H 2.6068 -2.2462 -6.3816 -0.02 0.08 0.18
H 1.9914 -2.0454 -4.7421 -0.35 0.19 0.15
H 1.2009 -3.1409 -5.9025 -0.57 -0.35 0.05
H 2.6304 -5.2700 -6.5891 -0.91 0.25 -0.31
H 3.7129 -3.9719 -7.1369 -0.19 0.40 -0.10
H 4.7164 -6.1634 -6.9921 0.46 -0.18 -0.10
H 4.2324 -6.3012 -5.2863 0.80 0.43 -0.53
H 6.1986 -4.0737 -6.3762 -0.24 0.15 -0.65
H 6.6161 -5.4946 -5.4135 -0.14 0.66 -0.17
H 4.9883 -4.6036 -2.2933 0.74 -0.63 -0.46
H 5.0756 -6.0188 -3.3681 0.31 -0.03 0.07
H 6.6300 -5.2530 -2.8390 -0.20 0.00 0.02
H 7.6459 -3.4405 -4.1962 0.41 0.01 0.23
H 6.4360 -2.2560 -4.8642 0.75 0.31 0.35
H 6.4234 -2.5791 -3.0806 0.83 0.18 -0.24
H 1.6007 -5.2507 -4.3919 -0.93 -0.68 -0.52
H 1.9156 -4.0165 -3.2007 0.54 -0.36 -0.54
H 3.0863 -5.3505 -3.4981 -0.22 0.13 0.08
H 4.2045 -1.7175 -3.3163 0.19 1.10 0.54
```
Forces are in eV/Å.

Calculated values
**Largest force on an atom**: 3.948 eV/A
**ΔE to the lowest compared entry with this formula, charge and spin**: 25.4 kcal/mol
**Highest occupied orbital energy**: -8.3 eV
**SMILES**: CC1(C)CCCC(C)(C)N1O.CC1(C)CCCC(C)(C)N1O.CC1(C)CCCC(C)(C)N1O.CC1(C)CCCC(C)(C)N1O.CC1(C)CCCC(C)(C)N1O.COC[C@H](C)N.COC[C@H](C)N.COC[C@H](C)N.COC[C@H](C)N.COC[C@H](C)N.COC[C@H](C)N
**Net charge**: 0